Entry 1:
ORCA calculation (ωB97M-V with the def2-TZVPD basis set) on a molecular structure, C9H13N3O8S2Zn.

Output
Kohn-Sham gap   6.48 eV
HOMO   -1.6 eV
E_LUMO   4.9 eV
Energy relative to the best compared isomer or geometry (same formula, charge and spin)   0.0000 eV

Geometry as ORCA input:
```
! wB97M-V def2-TZVPD RIJCOSX def2/J DEFGRID3
* xyz -2 1
Zn -1.73 -0.08 -0.30
S -2.50 0.84 -2.58
S -3.97 1.13 -1.17
O -3.78 -0.08 -0.28
O -0.70 -1.43 3.58
O -0.94 -1.81 -1.26
O 1.26 -0.66 -2.26
O -5.30 1.16 -1.77
O 3.19 0.44 -2.01
O -1.51 -0.70 1.64
O -3.64 2.34 -0.41
N -0.42 1.55 -0.05
N 1.05 3.08 -0.55
N 1.07 -1.10 0.50
C 2.24 -0.45 -0.05
C -0.19 2.32 1.07
C 0.33 2.04 -1.00
C 0.94 -2.49 0.11
C -0.57 -1.04 2.42
C 0.73 3.27 0.78
C 2.23 -0.21 -1.58
C 0.88 -0.88 1.91
C -0.48 -2.81 -0.37
H 2.32 0.54 0.40
H 1.17 4.05 1.37
H 1.16 0.15 2.14
H 1.19 -3.17 0.95
H -1.18 -2.86 0.46
H -0.71 2.12 1.99
H 1.75 3.57 -1.09
H 3.18 -0.98 0.19
H 1.52 -1.54 2.53
H 0.39 1.64 -2.00
H 1.63 -2.70 -0.70
H -0.47 -3.78 -0.88
H -0.14 -1.42 -1.71
*
```



Entry 2:
ORCA calculation (ωB97M-V with the def2-TZVPD basis set) on a gas-phase ion, C9H13N4 (charge +1) in a non-equilibrium geometry.

Output
Kohn-Sham gap (spin up / spin down)   8.17 / 8.17 eV
HOMO (spin up / spin down)   -11.1 / -11.1 eV
E_LUMO (spin up / spin down)   -2.9 / -2.9 eV
Energy relative to the best compared isomer or geometry (same formula, charge and spin)   3.2972 eV

Geometry as ORCA input:
```
! wB97M-V def2-TZVPD RIJCOSX def2/J DEFGRID3
* xyz 1 1
N 0.31 -0.71 0.56
N 0.71 -0.06 -0.40
N -0.19 -2.01 3.11
N -2.14 1.45 2.24
C -0.58 -0.15 1.51
C -1.38 0.96 1.30
C -1.67 -0.38 3.67
C 0.89 -1.03 -3.54
C 1.90 1.38 -3.52
C 1.17 0.06 -1.49
C -0.81 -0.90 2.76
C -2.28 0.86 3.43
C 1.74 0.01 -2.77
H 1.07 2.11 -3.16
H 2.75 1.83 -3.10
H 1.29 -1.05 -4.61
H 0.87 -2.07 -3.16
H -0.38 -2.47 3.97
H 0.63 -2.40 2.63
H -1.65 -0.78 4.65
H 1.73 1.35 -4.64
H -2.52 2.43 2.22
H -0.19 -0.69 -3.53
H -1.20 1.49 0.38
H 2.83 -0.43 -2.64
H -2.90 1.22 4.14
*
```



Entry 3:
ORCA calculation (ωB97M-V with the def2-TZVPD basis set) on 2 unconnected molecules or ions with the total composition C9H13N6 in a non-equilibrium geometry.

Output
Kohn-Sham gap   8.95 eV
HOMO   -12.7 eV
E_LUMO   -3.8 eV
Energy relative to the best compared isomer or geometry (same formula, charge and spin)   0.5858 eV

Geometry as ORCA input:
```
! wB97M-V def2-TZVPD RIJCOSX def2/J DEFGRID3
* xyz 1 1
N 3.58 -2.30 -1.09
N -0.08 -0.84 -0.91
N 2.24 -0.40 -0.49
N -0.74 -1.83 -1.42
N 2.75 -4.09 -2.20
N 0.03 -2.74 -1.90
C 1.20 -1.07 -0.92
C -2.33 0.65 -0.50
C 3.39 -1.02 -0.69
C -0.13 1.18 1.06
C 2.57 -2.94 -1.66
C 1.28 -2.30 -1.65
C -1.12 0.44 0.26
C -0.33 2.67 1.45
C -0.92 -0.10 1.63
H -1.77 -1.76 -1.58
H 1.88 -4.61 -2.39
H -3.19 0.97 0.05
H -1.84 -0.17 2.25
H 4.27 -0.51 -0.32
H 3.56 -4.60 -2.12
H -2.75 -0.23 -0.97
H 0.12 3.15 0.61
H -1.34 3.01 1.53
H -2.22 1.44 -1.22
H 0.85 0.89 1.00
H 0.20 2.82 2.29
H -0.19 -0.87 1.62
*
```



Entry 4:
ORCA calculation (ωB97M-V with the def2-TZVPD basis set) on 2 unconnected molecules or ions with the total composition C9H13NO in a non-equilibrium geometry.

Output
Kohn-Sham gap   9.62 eV
HOMO   -8.9 eV
E_LUMO   0.8 eV
Energy relative to the best compared isomer or geometry (same formula, charge and spin)   1.3703 eV
SMILES   Cc1ccccc1.CC(N)=O

Geometry as ORCA input:
```
! wB97M-V def2-TZVPD RIJCOSX def2/J DEFGRID3
* xyz 0 1
O 0.00 1.86 -2.25
N 1.13 3.31 -1.01
C 1.06 2.10 -1.66
C 2.15 1.05 -1.52
C -0.49 -0.97 2.86
C -1.64 -0.18 0.84
C -1.18 0.01 2.12
C -1.27 -1.40 -1.30
C -1.31 -1.36 0.19
C -0.58 -2.35 0.83
C -0.16 -2.10 2.11
H 3.13 1.26 -2.04
H 0.06 -0.78 3.79
H -2.22 0.58 0.48
H 2.37 0.64 -0.58
H 1.64 3.56 -0.14
H -0.28 -3.21 0.29
H -1.75 -0.45 -1.77
H -0.25 -1.25 -1.64
H -1.39 0.97 2.61
H -1.68 -2.30 -1.75
H 1.91 0.14 -1.97
H 0.44 -2.88 2.62
H 0.30 3.77 -1.08
*
```



Entry 5:
ORCA calculation (ωB97M-V with the def2-TZVPD basis set) on 2 unconnected molecules or ions with the total composition C9H13NO in a non-equilibrium geometry.

Output
Kohn-Sham gap   9.28 eV
HOMO   -8.4 eV
E_LUMO   0.8 eV
Energy relative to the best compared isomer or geometry (same formula, charge and spin)   1.7882 eV
SMILES   Cc1ccccc1.CC(N)=O

Geometry as ORCA input:
```
! wB97M-V def2-TZVPD RIJCOSX def2/J DEFGRID3
* xyz 0 1
O -1.77 -1.63 0.11
N -0.75 -3.65 -0.14
C 0.43 0.88 2.02
C 1.14 1.47 0.92
C 1.24 2.22 -1.51
C -0.91 0.47 1.95
C -0.81 1.58 -0.23
C -0.79 -2.29 -0.12
C 0.33 -1.52 -0.93
C -1.49 0.83 0.69
C 0.55 1.80 -0.29
H 0.72 1.73 -2.45
H -2.55 0.56 0.50
H 2.17 1.73 1.13
H 1.34 -1.47 -0.48
H -1.20 -4.15 0.64
H -1.35 0.11 2.82
H 0.48 -1.96 -1.92
H 0.00 -0.57 -1.15
H 2.36 1.96 -1.32
H 1.09 3.33 -1.58
H 0.06 -4.13 -0.43
H 1.07 0.66 2.82
H -1.38 2.04 -1.06
*
```



Entry 6:
ORCA calculation (ωB97M-V with the def2-TZVPD basis set) on 2 unconnected molecules or ions with the total composition C9H13NO2 in a non-equilibrium geometry.

Output
Kohn-Sham gap   9.05 eV
HOMO   -8.4 eV
E_LUMO   0.7 eV
Energy relative to the best compared isomer or geometry (same formula, charge and spin)   1.4426 eV
SMILES   Cc1ccc(O)cc1.CC(N)=O

Geometry as ORCA input:
```
! wB97M-V def2-TZVPD RIJCOSX def2/J DEFGRID3
* xyz 0 1
O -0.99 2.38 -1.51
O 0.78 0.15 -2.86
N 0.06 3.36 0.24
C -0.53 -0.92 -1.11
C 1.82 -0.51 -0.84
C 1.85 -1.44 0.29
C 0.69 -3.13 1.66
C 0.69 -0.47 -1.62
C -0.51 -1.84 -0.07
C -1.94 1.92 0.63
C -0.90 2.51 -0.33
C 0.68 -2.10 0.65
H -0.31 -3.37 1.93
H 1.05 -2.79 2.67
H 0.44 3.99 -0.51
H 1.23 -3.95 1.27
H 2.79 -1.36 0.88
H -0.06 3.90 1.17
H -1.48 -0.65 -1.55
H -1.68 1.09 1.24
H 2.64 0.10 -1.04
H -2.93 1.84 0.15
H 0.19 0.86 -2.91
H -2.05 2.59 1.46
H -1.52 -2.16 0.12
*
```



Entry 7:
ORCA calculation (ωB97M-V with the def2-TZVPD basis set) on 2 unconnected molecules or ions with the total composition C9H13NO2 in a non-equilibrium geometry.

Output
Kohn-Sham gap   8.92 eV
HOMO   -8.2 eV
E_LUMO   0.7 eV
Energy relative to the best compared isomer or geometry (same formula, charge and spin)   0.2943 eV
SMILES   Cc1ccc(O)cc1.CC(N)=O

Geometry as ORCA input:
```
! wB97M-V def2-TZVPD RIJCOSX def2/J DEFGRID3
* xyz 0 1
O -3.24 -1.51 0.34
O -0.15 -1.30 -0.77
N -3.46 0.64 -0.34
C 3.04 0.46 -0.41
C 0.93 -0.44 1.11
C 1.97 0.26 1.69
C 2.02 -0.28 -1.02
C 3.02 0.77 0.94
C -4.85 -1.05 -1.36
C 4.19 1.49 1.56
C 0.94 -0.68 -0.27
C -3.77 -0.69 -0.38
H -5.29 -2.02 -1.17
H 1.86 0.43 2.76
H 4.89 0.81 2.07
H 3.91 0.74 -0.99
H -2.72 0.95 0.28
H 3.85 2.22 2.28
H -3.74 1.21 -1.11
H 2.10 -0.45 -2.09
H 4.73 2.00 0.78
H -5.67 -0.32 -1.43
H -4.50 -1.06 -2.40
H 0.07 -0.81 1.64
H -0.14 -1.35 -1.74
*
```



Entry 8:
ORCA calculation (ωB97M-V with the def2-TZVPD basis set) on 2 unconnected molecules or ions with the total composition C9H13NO2 in a non-equilibrium geometry.

Output
Kohn-Sham gap   8.89 eV
HOMO   -8.0 eV
E_LUMO   0.8 eV
Energy relative to the best compared isomer or geometry (same formula, charge and spin)   1.7956 eV
SMILES   Cc1ccc(O)cc1.CC(N)=O

Geometry as ORCA input:
```
! wB97M-V def2-TZVPD RIJCOSX def2/J DEFGRID3
* xyz 0 1
O -1.11 -0.72 -1.93
O 0.06 -3.05 -0.39
N -1.17 -2.79 1.40
C 0.94 0.40 -0.98
C 1.36 1.42 -0.17
C -0.02 -2.55 0.70
C -0.47 0.31 -1.25
C -1.36 1.31 -0.85
C 0.36 2.34 0.39
C -0.92 2.39 -0.08
C 1.02 3.43 1.10
C 1.17 -1.73 1.45
H 0.92 -0.83 2.01
H 0.16 4.27 1.23
H 1.88 -1.41 0.60
H 1.76 3.92 0.40
H -1.61 3.31 -0.03
H -0.51 -1.44 -2.07
H 1.30 3.29 2.11
H -2.39 1.26 -1.13
H -1.78 -3.33 0.89
H 2.36 1.63 -0.18
H 1.76 -2.25 2.11
H 1.64 -0.22 -1.48
H -1.40 -2.49 2.39
*
```



Entry 9:
ORCA calculation (ωB97M-V with the def2-TZVPD basis set) on a molecular structure, C9H13NO2S in a non-equilibrium geometry.

Output
Kohn-Sham gap   9.67 eV
HOMO   -9.1 eV
E_LUMO   0.6 eV
Energy relative to the best compared isomer or geometry (same formula, charge and spin)   2.9891 eV

Geometry as ORCA input:
```
! wB97M-V def2-TZVPD RIJCOSX def2/J DEFGRID3
* xyz 0 1
S 1.42 -2.22 0.07
O 2.30 -1.71 -0.94
O 0.70 -3.44 -0.32
N -0.21 -0.76 -0.39
C 0.25 0.37 0.27
C 0.90 2.72 0.16
C 0.23 1.57 -0.27
C 1.55 1.35 2.05
C -2.67 -0.49 0.19
C 0.94 0.20 1.49
C 0.08 -0.68 -2.02
C -1.51 -1.42 -0.07
C 1.67 2.57 1.32
H -0.53 -0.01 -2.59
H 1.13 -0.82 1.94
H 2.33 3.35 1.73
H 2.00 1.29 2.97
H -0.05 -1.65 -2.27
H -2.83 0.30 -0.63
H -3.65 -1.09 0.16
H -1.87 -1.86 -0.92
H 1.06 3.58 -0.50
H -1.38 -2.29 0.65
H -2.59 -0.03 1.14
H -0.37 1.67 -1.20
H 1.11 -0.52 -2.00
*
```